Entry 1:
{
  "formula": "C3H12N2O",
  "method": "wB97M-V/def2-TZVPD",
  "species": ["N", "C", "C", "C", "N", "H", "H", "H", "H", "H", "H", "H", "H", "H", "H", "O", "H", "H"],
  "positions_angstrom": [[1.523, 0.198, 2.057], [0.428, -0.194, 1.193], [0.027, 0.967, 0.272], [-0.582, 0.570, -1.050], [-1.459, 1.653, -1.541], [2.326, 0.542, 1.545], [1.793, -0.531, 2.702], [0.543, -1.193, 0.742], [-0.421, -0.413, 1.840], [0.897, 1.607, 0.127], [-0.668, 1.562, 0.848], [0.197, 0.493, -1.804], [-1.091, -0.398, -1.021], [-2.286, 1.722, -0.957], [-1.792, 1.444, -2.478], [0.016, -2.940, -1.090], [0.407, -2.064, -1.248], [0.142, -3.026, -0.136]],
  "lumo_ev": 0.82,
  "de_lowest_kj_mol": 47.9,
  "e_homo_ev": -9.26
}

Entry 2:
{
  "formula": "C3H12N2O",
  "method": "wB97M-V/def2-TZVPD",
  "species": ["C", "C", "O", "H", "H", "H", "H", "H", "H", "N", "C", "N", "H", "H", "H", "H", "H", "H"],
  "positions_angstrom": [[0.730, 2.722, 0.161], [1.288, 1.836, -0.975], [0.326, 0.845, -1.382], [-0.298, 2.384, 0.469], [0.649, 3.774, -0.074], [1.398, 2.704, 1.042], [1.329, 2.592, -1.774], [2.302, 1.448, -0.788], [-0.099, 0.707, -0.526], [0.368, -2.578, 0.331], [-1.040, -2.208, 0.035], [-1.854, -1.762, 1.111], [0.740, -2.090, 1.144], [0.918, -2.096, -0.382], [-1.455, -3.139, -0.458], [-0.883, -1.546, -0.832], [-2.788, -2.007, 0.831], [-1.631, -1.586, 2.067]],
  "lumo_ev": 0.86,
  "de_lowest_kj_mol": 168.6,
  "e_homo_ev": -8.50
}

Entry 3:
{
  "formula": "C3H12N2O",
  "method": "wB97M-V/def2-TZVPD",
  "species": ["C", "C", "H", "H", "H", "H", "N", "C", "O", "H", "H", "H", "H", "H", "N", "H", "H", "H"],
  "positions_angstrom": [[2.767, -3.499, 0.787], [1.664, -2.758, 1.019], [3.412, -3.758, 1.614], [2.950, -4.042, -0.100], [1.093, -2.764, 1.964], [1.148, -2.205, 0.090], [-0.716, 1.280, 0.357], [-2.090, 1.413, 0.825], [-2.752, 2.700, 0.777], [-0.214, 0.465, 0.685], [-0.659, 1.183, -0.669], [-2.164, 1.221, 1.950], [-2.879, 0.842, 0.367], [-1.956, 3.250, 0.453], [1.114, 0.389, -3.115], [1.811, -0.132, -3.583], [1.114, 1.442, -3.303], [1.524, 0.283, -2.163]],
  "lumo_ev": 0.63,
  "de_lowest_kj_mol": 269.2,
  "e_homo_ev": -9.67
}

Entry 4:
{
  "formula": "C3H12N2O",
  "method": "wB97M-V/def2-TZVPD",
  "species": ["C", "N", "O", "H", "H", "H", "H", "H", "C", "C", "N", "H", "H", "H", "H", "H", "H", "H"],
  "positions_angstrom": [[-1.355, 1.451, 0.586], [-2.250, 1.306, 1.716], [-1.064, 0.250, -0.106], [-0.113, -0.039, -1.399], [-3.106, 0.851, 1.418], [-1.827, 0.711, 2.421], [-0.429, 1.910, 0.959], [-1.814, 2.148, -0.121], [1.793, -0.921, -0.622], [1.169, -0.932, 0.687], [0.636, -0.640, -1.854], [0.193, -1.521, -2.106], [1.028, -0.216, -2.692], [2.468, -0.088, -0.815], [2.229, -1.847, -0.998], [1.062, -1.917, 1.136], [1.596, -0.210, 1.379], [-0.214, -0.295, 0.411]],
  "lumo_ev": 0.62,
  "de_lowest_kj_mol": 245.3,
  "e_homo_ev": -7.19
}

Entry 5:
{
  "formula": "C3H12N2O",
  "method": "wB97M-V/def2-TZVPD",
  "species": ["C", "C", "N", "C", "N", "H", "H", "H", "H", "H", "H", "H", "H", "H", "H", "O", "H", "H"],
  "positions_angstrom": [[0.001, -0.914, -1.332], [0.405, 0.196, -0.310], [-0.379, 0.053, 0.960], [2.029, -0.006, -0.032], [2.763, 1.049, 0.672], [0.566, -0.668, -2.290], [-1.110, -0.815, -1.442], [0.132, -1.909, -0.766], [0.175, 1.154, -0.805], [-1.292, -0.491, 0.858], [-0.554, 1.029, 1.424], [2.072, -0.876, 0.714], [2.639, -0.296, -1.016], [2.803, 2.014, 0.162], [2.199, 1.346, 1.430], [-4.485, -0.086, 0.503], [-4.005, -0.104, 1.329], [-3.957, -0.675, -0.057]],
  "lumo_ev": 0.57,
  "de_lowest_kj_mol": 132.1,
  "e_homo_ev": -9.01
}

Entry 6:
{
  "formula": "C3H12N2O",
  "method": "wB97M-V/def2-TZVPD",
  "species": ["N", "C", "C", "C", "N", "H", "H", "H", "H", "H", "H", "H", "H", "H", "H", "H", "H", "O"],
  "positions_angstrom": [[0.231, -1.007, 0.348], [-0.302, 0.110, -0.438], [-0.030, 0.097, -1.919], [-1.871, 0.148, -0.140], [-2.027, 0.266, 1.234], [-0.412, -1.781, 0.167], [1.083, -1.376, -0.070], [0.094, 1.024, 0.004], [-0.490, 0.914, -2.456], [1.057, 0.109, -2.004], [-0.335, -0.861, -2.361], [-2.286, -0.776, -0.537], [-2.306, 0.960, -0.711], [-1.796, 1.176, 1.635], [-1.694, -0.517, 1.802], [3.102, 0.543, 1.609], [4.014, 0.630, 0.364], [3.151, 0.344, 0.672]],
  "lumo_ev": [-3.09, -8.16],
  "de_lowest_kj_mol": 13.5,
  "spin_multiplicity": 2,
  "s_squared": 0.755,
  "e_homo_ev": [-14.56, -14.42],
  "charge": 1
}

Entry 7:
{
  "formula": "C3H12N2O2",
  "method": "wB97M-V/def2-TZVPD",
  "species": ["C", "C", "C", "N", "N", "H", "H", "H", "H", "H", "H", "H", "H", "H", "H", "O", "H", "H", "O"],
  "positions_angstrom": [[-0.591, -0.672, 1.434], [-0.227, 0.417, 0.473], [-1.057, 0.560, -0.664], [-0.650, 1.580, -1.525], [0.873, 1.126, 0.744], [0.202, -1.442, 1.348], [-0.564, -0.236, 2.436], [-1.626, -1.069, 1.168], [-1.989, -0.167, -0.617], [0.144, 1.543, -2.153], [-1.536, 1.911, -1.938], [1.678, 0.595, 1.036], [1.211, 1.570, -0.128], [-3.925, -1.383, 0.212], [2.038, 0.340, -1.687], [-2.950, -1.235, 0.165], [2.480, -0.574, -0.630], [3.455, -1.857, 0.088], [3.034, -1.007, 0.239]],
  "lumo_ev": -3.95,
  "de_lowest_kj_mol": 888.7,
  "e_homo_ev": -8.21
}

Entry 8:
{
  "formula": "C3H12N2O2",
  "method": "wB97M-V/def2-TZVPD",
  "species": ["C", "C", "N", "C", "N", "H", "H", "H", "H", "H", "H", "H", "H", "O", "H", "H", "O", "H", "H"],
  "positions_angstrom": [[0.570, 1.149, 0.922], [0.365, 0.938, -0.579], [1.207, -0.255, -0.993], [0.569, -1.360, -0.916], [-0.744, -1.623, -1.228], [1.625, 1.065, 1.166], [-0.020, 0.429, 1.480], [0.130, 2.127, 1.137], [0.812, 1.724, -1.195], [-0.687, 0.930, -0.858], [0.979, -2.367, -0.713], [-1.325, -0.840, -1.475], [-1.055, -2.527, -1.498], [-4.526, 0.752, 1.114], [-4.701, 1.672, 0.946], [-3.743, 0.775, 1.669], [3.596, -0.515, 0.471], [3.068, -0.723, -0.299], [3.879, -1.351, 0.850]],
  "lumo_ev": 0.61,
  "de_lowest_kj_mol": 161.5,
  "e_homo_ev": -8.82
}

Entry 9:
{
  "formula": "C3H12N2O3",
  "method": "wB97M-V/def2-TZVPD",
  "species": ["C", "N", "C", "C", "N", "O", "H", "H", "H", "H", "H", "H", "H", "H", "O", "H", "H", "O", "H", "H"],
  "positions_angstrom": [[-0.661, -2.483, -0.518], [-0.796, -1.068, -1.002], [0.533, -0.470, -0.776], [0.621, 1.013, -0.964], [1.884, 1.397, -0.972], [-0.334, 1.829, -0.957], [-0.139, -2.916, -1.392], [-0.133, -2.500, 0.476], [-1.718, -2.842, -0.550], [-1.429, -0.582, -0.375], [0.918, -0.803, 0.137], [1.166, -0.928, -1.579], [2.653, 0.730, -0.941], [2.118, 2.375, -0.977], [-1.787, 1.537, 1.269], [-1.344, 1.689, 0.333], [-2.475, 2.192, 1.253], [0.578, 0.566, 2.198], [0.707, 0.443, 3.177], [-0.360, 0.822, 2.160]],
  "lumo_ev": 0.76,
  "de_lowest_kj_mol": 96.1,
  "e_homo_ev": -9.20
}

Entry 10:
{
  "formula": "C3H12N2O3",
  "method": "wB97M-V/def2-TZVPD",
  "species": ["N", "C", "C", "C", "N", "O", "H", "H", "H", "H", "H", "H", "H", "H", "H", "H", "O", "H", "H", "O"],
  "positions_angstrom": [[-0.990, -0.305, 1.235], [-0.820, -1.133, 0.155], [0.674, -1.287, -0.072], [-1.473, -0.395, -1.202], [-1.033, 1.016, -1.094], [-1.289, -0.994, -2.276], [-0.198, 0.321, 1.442], [-1.465, -0.658, 2.057], [-1.375, -2.056, 0.285], [0.873, -1.593, -1.098], [1.031, -2.082, 0.573], [1.100, -0.305, 0.068], [-0.015, 1.145, -1.145], [-1.486, 1.489, -1.873], [1.578, 1.508, 0.606], [2.078, 2.473, -0.540], [1.334, 1.921, -0.323], [-2.536, -0.382, -0.862], [2.244, 0.830, 2.417], [1.769, 0.490, 1.649]],
  "lumo_ev": -3.75,
  "de_lowest_kj_mol": 653.6,
  "e_homo_ev": -8.45
}